(1)
{
  "formula": "C47H58N3O4P2Pb",
  "method": "the ωB97M-V functional and the def2-TZVPD basis",
  "charge": 3,
  "orbital_gap_ev": 6.55,
  "homo_energy_ev": -15.229,
  "relative_energy_ev": 0.000,
  "molar_mass_g_mol": 998.1,
  "symbols": ["Pb", "O", "C", "O", "C", "C", "C", "C", "C", "N", "C", "O", "O", "H", "H", "H", "H", "C", "C", "N", "C", "C", "C", "C", "C", "C", "C", "C", "C", "N", "C", "H", "H", "H", "H", "H", "H", "H", "H", "C", "C", "C", "C", "P", "C", "C", "C", "C", "C", "C", "C", "C", "C", "C", "H", "H", "H", "H", "H", "H", "H", "H", "H", "H", "H", "H", "H", "H", "H", "H", "H", "H", "H", "H", "H", "H", "H", "C", "C", "C", "C", "P", "C", "C", "C", "C", "C", "C", "C", "C", "C", "C", "H", "H", "H", "H", "H", "H", "H", "H", "H", "H", "H", "H", "H", "H", "H", "H", "H", "H", "H", "H", "H", "H", "H"],
  "coordinates": [[0.1139, 0.5450, -0.8109], [-0.4289, -4.9491, -1.9847], [-0.2552, -3.8083, -1.3444], [0.0929, -2.7786, -1.8711], [-0.5255, -3.9447, 0.1263], [-0.8464, -5.1937, 0.6767], [-1.0232, -5.2935, 2.0483], [-0.8764, -4.1546, 2.8242], [-0.5499, -2.9563, 2.1751], [-0.3852, -2.8494, 0.8517], [-0.2459, -1.7761, 2.9514], [-0.4404, -1.7236, 4.2171], [0.3125, -0.7383, 2.4186], [-0.1982, -4.9048, -2.9284], [-0.9456, -6.0563, 0.0381], [-1.2485, -6.2459, 2.5006], [-0.9735, -4.1810, 3.8965], [-4.1328, -1.3030, -1.4649], [-2.9881, -0.7314, -0.9173], [-1.8849, -0.4976, -1.6097], [-1.8280, -0.8733, -2.9075], [-2.9457, -1.4719, -3.5414], [-4.1182, -1.6643, -2.7906], [-2.8630, -1.8875, -4.9001], [-1.7043, -1.7644, -5.5878], [-0.5418, -1.2208, -4.9673], [0.6991, -1.1947, -5.6292], [1.8011, -0.6963, -4.9744], [1.6386, -0.1869, -3.6874], [0.4813, -0.1849, -3.0463], [-0.6039, -0.7305, -3.6412], [-5.0052, -1.4477, -0.8479], [-2.9754, -0.4468, 0.1253], [-4.9872, -2.1052, -3.2546], [-3.7406, -2.3212, -5.3547], [-1.6296, -2.0963, -6.6120], [0.7757, -1.5930, -6.6292], [2.7762, -0.6922, -5.4355], [2.4858, 0.2352, -3.1658], [0.2063, 5.7882, -0.5653], [0.3934, 4.3045, -0.2706], [1.7621, 3.8590, -0.7927], [0.2891, 4.0477, 1.2301], [-0.8385, 3.1939, -1.1968], [-0.7875, 3.8239, -2.9083], [-1.3993, 5.0069, -3.3236], [-1.2716, 5.4284, -4.6359], [-0.5304, 4.6902, -5.5455], [0.0897, 3.5211, -5.1364], [-0.0403, 3.0929, -3.8298], [-2.6208, 3.3436, -0.5384], [-2.7113, 2.4738, 0.7197], [-3.1139, 4.7455, -0.1930], [-3.5024, 2.7674, -1.6487], [0.9717, 6.3480, -0.0312], [-0.7579, 6.1587, -0.2328], [0.3222, 6.0026, -1.6244], [2.5460, 4.4662, -0.3444], [1.8258, 3.9858, -1.8729], [1.9560, 2.8083, -0.5471], [1.1060, 4.5487, 1.7440], [0.3454, 2.9795, 1.4498], [-0.6377, 4.4458, 1.6321], [-1.9662, 5.6146, -2.6388], [-1.7495, 6.3436, -4.9476], [-0.4311, 5.0288, -6.5639], [0.6775, 2.9424, -5.8346], [0.4494, 2.1853, -3.5033], [-2.2195, 2.9464, 1.5653], [-2.2504, 1.4956, 0.5589], [-3.7559, 2.3241, 0.9893], [-2.5457, 5.2060, 0.6089], [-4.1457, 4.6669, 0.1469], [-3.1157, 5.4051, -1.0536], [-3.2030, 1.7543, -1.9135], [-3.4468, 3.3853, -2.5425], [-4.5408, 2.7481, -1.3230], [5.3032, 1.4797, 3.4354], [4.3600, 1.7427, 2.2661], [3.5340, 2.9903, 2.5884], [5.1521, 1.9897, 0.9824], [3.0190, 0.4343, 1.8301], [2.3246, 0.0088, 3.4939], [2.9659, -0.3698, 4.6064], [2.2757, -0.6786, 5.8406], [0.9470, -0.7271, 5.9211], [0.0880, -0.4569, 4.7277], [0.8129, 0.1117, 3.4903], [3.8385, -1.2130, 1.2885], [4.0070, -1.0838, -0.2270], [5.1759, -1.5398, 1.9380], [2.8604, -2.3552, 1.5634], [6.1233, 2.1922, 3.3624], [5.7426, 0.4899, 3.4339], [4.8114, 1.6559, 4.3879], [4.1990, 3.8067, 2.8573], [2.8679, 2.8138, 3.4323], [2.9476, 3.2931, 1.7262], [5.7429, 2.8963, 1.0908], [4.4865, 2.1227, 0.1292], [5.8435, 1.1797, 0.7676], [4.0394, -0.4547, 4.6169], [2.8716, -0.8835, 6.7145], [0.4205, -0.9971, 6.8210], [-0.7846, 0.1409, 5.0156], [0.5072, 1.1324, 3.2421], [4.6846, -0.2755, -0.4843], [3.0413, -0.9002, -0.7047], [4.4169, -2.0051, -0.6347], [5.9251, -0.7838, 1.7290], [5.5410, -2.4800, 1.5283], [5.0763, -1.6729, 3.0114], [1.9290, -2.2194, 1.0125], [2.6448, -2.4518, 2.6270], [3.3102, -3.2919, 1.2394]],
  "forces_ev_per_a": [[0.277, -0.341, 0.416], [-0.133, -0.604, -0.023], [0.224, 0.604, -0.490], [0.003, -0.182, 0.279], [-0.101, -0.235, 0.302], [-0.017, 0.222, 0.293], [0.037, 0.051, -0.240], [0.158, 0.476, -0.195], [-0.320, -0.993, -0.365], [-0.005, 0.206, 0.051], [0.299, 0.685, 0.273], [-0.155, -0.795, -0.718], [-0.718, -0.919, -0.241], [0.010, 0.282, 0.209], [0.025, -0.072, -0.041], [-0.065, -0.074, 0.081], [-0.053, -0.053, 0.159], [-0.007, -0.084, -0.156], [0.075, 0.045, 0.105], [-0.011, 0.050, -0.119], [-0.703, -0.246, -0.314], [0.316, 0.237, 0.362], [0.217, 0.163, 0.279], [0.322, -0.019, -0.364], [-0.401, -0.153, 0.120], [0.131, 0.234, 0.477], [0.120, 0.156, 0.387], [-0.226, -0.106, -0.147], [0.102, 0.053, 0.079], [-0.184, -0.012, -0.055], [0.051, -0.124, -0.780], [-0.066, -0.019, 0.047], [-0.017, 0.039, 0.063], [-0.092, -0.048, -0.075], [-0.062, -0.022, -0.099], [-0.018, -0.041, -0.110], [0.023, -0.001, -0.141], [0.065, 0.046, -0.015], [0.093, 0.073, 0.083], [-0.060, -0.059, -0.103], [-0.194, -0.365, -0.162], [-0.181, -0.078, -0.097], [-0.126, -0.004, -0.185], [-0.364, 1.018, -0.054], [0.015, -0.281, 0.233], [0.015, -0.067, -0.016], [-0.038, 0.045, 0.001], [0.033, -0.065, 0.070], [0.093, -0.030, -0.200], [-0.075, -0.028, 0.248], [0.369, -0.133, -0.175], [0.128, 0.073, -0.086], [0.125, 0.008, -0.038], [0.122, 0.049, -0.053], [0.109, 0.047, 0.077], [-0.109, 0.060, 0.008], [0.019, 0.056, -0.048], [0.092, 0.018, 0.087], [0.065, 0.000, -0.075], [0.166, 0.005, 0.060], [0.093, 0.021, 0.046], [0.068, -0.122, 0.151], [-0.112, 0.013, 0.093], [-0.045, 0.046, 0.070], [-0.049, 0.100, -0.032], [0.001, 0.044, -0.123], [0.038, -0.005, -0.065], [0.010, 0.022, -0.119], [0.054, -0.008, 0.092], [-0.055, -0.109, 0.084], [-0.091, -0.060, -0.009], [0.081, 0.064, 0.073], [-0.113, -0.026, 0.042], [-0.008, 0.102, -0.026], [-0.023, -0.080, -0.099], [-0.055, -0.040, -0.065], [-0.094, -0.032, 0.099], [-0.025, 0.011, -0.100], [-0.541, -0.392, -0.227], [0.066, -0.165, -0.101], [-0.062, -0.060, 0.068], [0.857, -0.071, 0.375], [-0.055, -0.019, -0.369], [-0.073, 0.257, -0.704], [-0.633, -0.116, 0.462], [0.013, -0.097, -0.213], [0.343, 1.070, 0.515], [0.596, 0.614, 0.988], [-0.267, 0.418, 0.095], [0.024, 0.014, 0.077], [-0.112, 0.050, -0.125], [-0.014, 0.138, -0.059], [0.093, 0.099, 0.074], [0.077, -0.099, 0.010], [-0.036, -0.024, 0.115], [0.107, 0.153, 0.050], [-0.104, 0.045, 0.109], [-0.082, 0.074, -0.059], [0.073, 0.142, 0.018], [-0.015, 0.024, -0.133], [0.071, -0.070, -0.059], [0.114, 0.034, -0.060], [0.068, -0.046, 0.164], [0.031, 0.018, 0.215], [0.097, -0.203, -0.176], [-0.068, -0.168, 0.059], [0.073, 0.089, -0.111], [-0.048, -0.007, -0.074], [0.056, -0.147, -0.075], [0.108, 0.048, 0.053], [0.067, -0.138, -0.034], [0.067, 0.008, 0.149], [0.002, 0.031, -0.014], [-0.025, -0.058, 0.098], [0.060, -0.130, -0.088]]
}

---

(2)
{
  "formula": "C17H50N3O15S6",
  "method": "the ωB97M-V functional and the def2-TZVPD basis",
  "charge": 1,
  "orbital_gap_ev": 8.79,
  "homo_energy_ev": -11.905,
  "molar_mass_g_mol": 729.0,
  "symbols": ["N", "C", "N", "N", "C", "S", "H", "H", "H", "H", "H", "H", "H", "H", "H", "H", "O", "S", "O", "O", "C", "C", "C", "H", "H", "H", "H", "H", "H", "H", "H", "O", "S", "O", "O", "C", "C", "C", "H", "H", "H", "H", "H", "H", "H", "H", "O", "S", "O", "O", "C", "C", "C", "H", "H", "H", "H", "H", "H", "H", "H", "O", "S", "O", "O", "C", "C", "C", "H", "H", "H", "H", "H", "H", "H", "H", "O", "S", "O", "O", "C", "C", "C", "H", "H", "H", "H", "H", "H", "H", "H"],
  "coordinates": [[7.1731, 1.6890, 2.5049], [6.2264, 1.8833, 1.4316], [6.8347, 1.4646, 0.1939], [4.9985, 1.1173, 1.5072], [5.7115, 3.3718, 1.5561], [5.0264, 4.0969, 0.0539], [7.8951, 1.0317, 2.2381], [7.6118, 2.5233, 2.8674], [7.6888, 1.9443, -0.0575], [6.2088, 1.3649, -0.5939], [5.2229, 0.1273, 1.5772], [4.5037, 1.3281, 2.3685], [4.8736, 3.4160, 2.2488], [6.4766, 4.0691, 1.8907], [5.4000, 3.1466, -0.8211], [3.7321, 3.7334, 0.1668], [1.2463, 0.8062, -1.9771], [1.9685, -0.4257, -1.8643], [2.1547, -1.2755, -2.9923], [1.4608, -1.2469, -0.6297], [0.0276, -1.5729, -0.5854], [-0.3287, -2.7233, -1.4922], [3.4969, 0.1349, -1.2134], [-0.5369, -0.6716, -0.8247], [-0.1606, -1.8247, 0.4534], [-0.2178, -2.4549, -2.5419], [-1.3620, -3.0138, -1.3091], [0.3122, -3.5807, -1.2909], [3.2752, 0.7512, -0.3498], [3.9580, 0.7183, -2.0098], [4.1337, -0.7046, -0.9410], [1.4610, 6.8510, -1.9148], [1.0901, 5.8990, -0.9147], [2.0654, 4.8985, -0.5562], [-0.2732, 5.2410, -1.3129], [-0.4763, 4.8024, -2.7065], [0.2997, 3.5506, -2.9908], [0.5384, 6.7047, 0.5438], [-0.2042, 5.6199, -3.3731], [-1.5510, 4.6610, -2.7773], [1.3717, 3.7458, -2.9645], [0.0460, 3.1731, -3.9811], [0.0803, 2.7775, -2.2593], [-0.2093, 7.4417, 0.2665], [1.4077, 7.1860, 0.9869], [0.1263, 5.9578, 1.2168], [-1.4546, -3.6500, 1.4374], [-1.4576, -4.2339, 2.7498], [-0.9793, -5.5699, 2.8968], [-2.8920, -4.0829, 3.3706], [-4.0312, -4.5309, 2.5665], [-4.2034, -6.0289, 2.5811], [-0.6110, -3.1853, 3.8777], [-3.9109, -4.1351, 1.5583], [-4.8768, -4.0248, 3.0259], [-3.3899, -6.5274, 2.0557], [-5.1434, -6.2888, 2.0968], [-4.2349, -6.4063, 3.6009], [-0.9998, -2.1757, 3.7794], [0.4418, -3.2281, 3.6063], [-0.7612, -3.5706, 4.8824], [-7.3045, -10.0246, 3.5189], [-7.5015, -8.7489, 4.1336], [-6.4695, -7.7638, 4.0068], [-7.8545, -8.9586, 5.6580], [-6.9812, -9.8346, 6.4286], [-5.6917, -9.1592, 6.8335], [-9.0350, -8.0567, 3.6351], [-6.8057, -10.7408, 5.8496], [-7.5845, -10.0981, 7.2938], [-5.0563, -8.9617, 5.9720], [-5.1521, -9.8102, 7.5219], [-5.8962, -8.2118, 7.3316], [-9.8129, -8.8028, 3.7687], [-8.9271, -7.7950, 2.5847], [-9.2269, -7.1708, 4.2340], [-0.0247, 6.1375, -6.3660], [1.0712, 6.3332, -7.2694], [1.9881, 5.2541, -7.4664], [1.8597, 7.6362, -6.8360], [2.2108, 7.7213, -5.4280], [3.4071, 6.8645, -5.0801], [0.4946, 6.9093, -8.8214], [1.3372, 7.4493, -4.8370], [2.4142, 8.7754, -5.2564], [3.1699, 5.8067, -5.1868], [3.6939, 7.0508, -4.0446], [4.2523, 7.0827, -5.7328], [-0.1740, 7.7491, -8.6560], [-0.0340, 6.0768, -9.2805], [1.3531, 7.1957, -9.4225]],
  "forces_ev_per_a": [[-0.007, 0.037, 0.152], [-0.224, 0.207, -0.204], [0.034, 0.519, -0.190], [-0.111, -0.367, 0.391], [0.236, 0.005, 0.032], [-0.106, 0.262, 0.031], [-0.109, -0.119, 0.080], [-0.067, 0.035, -0.046], [0.034, -0.056, 0.075], [-0.015, -0.239, 0.087], [0.029, 0.036, -0.234], [0.083, 0.020, 0.016], [0.164, 0.038, 0.220], [0.080, -0.029, -0.095], [-0.060, -0.130, -0.086], [-0.132, -0.047, -0.240], [-0.897, -0.105, -0.356], [0.583, 0.634, 0.216], [-0.074, -0.007, -0.109], [-0.159, -0.051, 0.075], [-0.290, -0.047, 0.070], [0.164, -0.015, -0.164], [0.463, -0.574, 0.112], [0.098, 0.066, -0.048], [0.135, -0.037, 0.022], [-0.020, 0.009, 0.000], [0.002, 0.004, 0.064], [-0.052, -0.026, 0.054], [0.040, -0.024, 0.009], [-0.040, -0.029, -0.042], [0.047, 0.019, 0.000], [0.278, 0.071, -0.005], [-0.675, 0.229, -0.372], [0.294, -0.256, 0.237], [0.132, -0.130, 0.081], [0.000, 0.166, -0.241], [0.045, -0.106, 0.048], [0.116, 0.009, 0.068], [0.046, 0.070, 0.095], [-0.001, -0.048, 0.155], [0.018, -0.033, -0.062], [-0.007, 0.043, -0.016], [-0.025, -0.008, -0.040], [-0.001, -0.006, -0.011], [-0.012, 0.023, 0.011], [-0.014, 0.001, 0.008], [0.060, 0.126, -0.055], [0.000, -0.030, -0.063], [0.080, -0.105, 0.045], [-0.203, -0.059, 0.022], [-0.185, 0.073, -0.090], [0.222, -0.023, 0.036], [0.040, 0.041, -0.003], [0.080, 0.002, -0.001], [0.033, -0.006, 0.083], [-0.005, 0.008, -0.019], [-0.021, 0.007, 0.020], [-0.072, -0.002, -0.003], [-0.001, 0.003, 0.011], [0.001, -0.003, 0.012], [0.014, -0.002, 0.004], [-0.008, -0.106, -0.082], [0.061, -0.018, -0.007], [-0.021, 0.114, -0.015], [0.063, -0.001, 0.172], [-0.032, -0.148, 0.064], [-0.023, 0.087, -0.063], [-0.046, 0.008, -0.039], [-0.004, 0.023, -0.053], [-0.025, 0.054, 0.007], [0.003, -0.016, -0.007], [0.001, 0.001, 0.010], [0.006, -0.019, 0.038], [-0.008, 0.005, -0.006], [-0.009, -0.001, 0.001], [0.000, 0.008, -0.006], [-0.123, -0.021, 0.086], [0.006, -0.057, -0.036], [0.063, -0.064, -0.049], [0.078, 0.029, 0.138], [0.035, 0.100, 0.231], [0.012, -0.164, -0.068], [-0.056, 0.014, -0.031], [-0.012, -0.011, -0.004], [0.006, 0.030, -0.140], [0.003, -0.012, 0.012], [-0.025, 0.057, 0.008], [-0.010, 0.069, 0.018], [-0.003, 0.002, -0.011], [0.002, 0.004, -0.007], [0.001, -0.010, -0.008]]
}

---

(3)
{
  "formula": "C4H12N2O",
  "method": "the ωB97M-V functional and the def2-TZVPD basis",
  "smiles": "N/C=C/CCN.O",
  "charge": 0,
  "orbital_gap_ev": 8.78,
  "homo_energy_ev": -8.158,
  "relative_energy_ev": 1.962,
  "molar_mass_g_mol": 104.2,
  "symbols": ["N", "C", "C", "C", "C", "N", "H", "H", "H", "H", "H", "H", "H", "H", "H", "H", "O", "H", "H"],
  "coordinates": [[0.7522, -2.1690, -2.4478], [0.5282, -1.5369, -1.2375], [-0.6269, -1.0469, -0.7930], [-0.8069, -0.4139, 0.5593], [-2.2633, 0.0136, 0.7433], [-2.6388, 1.1130, -0.1678], [1.6590, -1.9789, -2.8452], [0.0565, -2.0784, -3.1768], [1.3764, -1.3745, -0.5804], [-1.5076, -1.3552, -1.3626], [-0.7287, -1.2286, 1.2844], [-0.1132, 0.4039, 0.7235], [-2.8491, -0.9065, 0.6153], [-2.6010, 0.3983, 1.7123], [-2.1076, 0.9905, -1.0198], [-2.4261, 1.9710, 0.3162], [5.0985, 3.1153, 2.7606], [5.0015, 2.8721, 1.8353], [4.1966, 3.2112, 3.0804]],
  "forces_ev_per_a": [[0.527, -0.414, -0.438], [-0.309, 1.146, 0.340], [-0.203, -0.757, -0.481], [-1.078, -0.872, 0.577], [-0.417, 0.762, -0.357], [-0.426, -1.093, 0.201], [0.071, -0.134, 0.125], [-0.184, 0.099, 0.423], [0.416, -0.217, -0.374], [-0.127, 0.497, 0.064], [0.763, 0.233, 0.387], [0.181, 0.000, 0.249], [-0.253, 0.308, -0.435], [0.798, -0.381, 0.296], [0.008, 0.570, -0.095], [0.231, 0.253, -0.480], [-0.044, -0.007, -0.019], [0.035, -0.002, -0.017], [0.009, 0.010, 0.036]]
}